Entry 1:
22
Properties=species:S:1:pos:R:3:forces:R:3 method="wB97M-V/def2-TZVPD" spin_multiplicity=1 total_charge=+1 relative_energy_kcal_mol=142.4
C 1.128395 -1.535116 -1.384799 -1.233 1.973 1.813
C -0.656747 1.322722 0.410851 0.372 0.321 0.870
C 1.713241 1.579867 -0.271136 -0.274 -1.613 1.585
C -2.483173 -0.975621 0.410006 0.884 -1.250 -2.391
C 0.718924 1.556699 0.932914 0.428 2.102 -2.962
N 1.418710 -1.977480 -2.518209 1.759 -1.511 -3.250
N -1.577769 2.093398 0.701591 -2.184 1.376 1.391
N -0.840306 0.408977 -0.641360 -0.445 -1.457 -1.826
N -1.703842 -0.483033 -0.719057 0.766 2.314 -0.031
H 1.321378 -2.175803 -0.556357 0.387 -1.252 0.423
H 2.649951 1.663572 0.214534 1.297 0.169 0.020
H 1.576026 2.374128 -0.928855 -0.431 1.629 -0.889
H 1.689503 0.668102 -0.854397 -0.016 -0.182 0.100
H -2.106158 -2.004979 0.380470 -0.490 0.044 1.573
H -2.358185 -0.243623 1.127042 0.980 0.439 2.440
H -3.514380 -0.911957 0.223664 -1.496 -0.403 -0.847
H 0.838675 2.567668 1.410989 -0.837 -1.229 -0.113
H 0.956149 0.782273 1.575134 0.691 -1.534 1.516
H 1.893866 -2.882499 -2.778410 -0.554 0.868 0.616
H -2.585787 1.977031 0.532728 0.787 -0.215 -0.742
H 1.382352 -1.345021 -3.329041 -0.283 -0.430 0.397
H -1.759911 -0.886689 -1.659572 -0.108 -0.158 0.307

***

Entry 2:
17
Properties=species:S:1:pos:R:3:forces:R:3 method="wB97M-V/def2-TZVPD" s2=0.77 spin_multiplicity=2 total_energy_ha=-2122.59955 total_charge=+1
Na 0.229671 0.361461 1.475503 -0.377 0.155 -0.116
C 4.146772 -0.716171 2.102704 0.604 -0.161 -1.042
F 4.102993 -1.736381 2.925639 -0.174 0.131 -0.038
F 3.906586 0.423449 2.739857 0.038 -0.520 -0.446
F 5.355893 -0.690586 1.490098 -1.709 0.226 0.589
S 2.764088 -0.992388 0.727792 0.599 1.153 2.003
O 1.561642 -1.528919 1.390531 1.179 0.250 -0.642
O 2.489380 0.326606 0.151650 0.243 -1.302 0.102
O 3.376994 -1.982669 -0.163822 -0.454 0.032 -0.494
Cl -4.776021 0.607296 -3.298500 0.146 0.380 0.666
C -4.177915 1.169775 -1.692070 -0.413 -0.339 0.640
C -2.832562 0.478270 -1.508596 -0.061 0.041 -0.322
Cl -1.817561 1.193768 -0.134378 -0.486 0.010 -0.452
H -4.872457 0.830906 -0.923373 -0.088 -0.229 -0.206
H -4.206045 2.254645 -1.590300 0.493 -0.046 -0.593
H -2.273532 0.572292 -2.439585 0.343 0.038 0.399
H -2.977927 -0.571355 -1.253150 0.115 0.183 -0.048

***

Entry 3:
24
Properties=species:S:1:pos:R:3:forces:R:3 method="wB97M-V/def2-TZVPD" spin_multiplicity=1 total_charge=-1 relative_energy_kcal_mol=8.1
C 0.049969 1.358098 0.775028 1.144 -1.983 -0.404
N -0.882616 0.747842 1.714157 -0.429 0.343 1.015
C -1.638227 -0.519567 1.428054 0.757 3.238 -1.315
N -1.042287 -1.810624 1.523816 -0.537 -0.422 0.202
C 1.285748 0.397967 0.608328 -0.899 1.258 -1.425
C 2.352723 0.854676 -0.374190 -0.431 0.347 -1.088
S 1.667535 1.397045 -2.040672 0.071 -0.572 0.762
H -0.434535 1.450325 -0.201546 0.088 0.049 0.123
H 0.424722 2.352312 1.010537 -0.461 0.173 0.578
H -0.612364 0.815811 2.685703 0.205 0.023 -0.083
H -1.844219 -0.289790 0.372504 -0.533 -0.849 0.082
H -2.552259 -0.282723 1.980467 -0.070 -1.178 0.208
H -0.474485 -1.963355 2.342329 0.095 0.120 -0.035
H -0.555534 -2.063391 0.676129 0.203 0.027 0.112
H 0.808957 -0.496568 0.184432 0.634 -0.257 0.731
H 1.773286 0.335073 1.571086 -0.164 -0.781 0.574
H 2.920198 1.674923 0.058186 0.101 0.274 0.073
H 3.061159 0.041553 -0.546491 0.010 -0.044 0.054
H -1.651129 -0.065711 -3.143345 0.786 0.270 0.223
H -1.520971 0.681505 -1.734904 0.814 -0.077 -0.517
O -2.109521 0.323408 -2.402242 -1.524 -0.090 0.172
H -0.202715 -2.053452 -2.624250 -0.002 0.416 0.009
H 0.682121 -0.965656 -1.883389 0.008 0.259 -0.594
O 0.494438 -1.919706 -1.979718 0.136 -0.545 0.543

***

Entry 4:
74
Properties=species:S:1:pos:R:3:forces:R:3 method="wB97M-V/def2-TZVPD" s2=3.81 spin_multiplicity=4 total_charge=+2 relative_energy_kcal_mol=0.0
V -1.380104 -1.365820 -0.090862 0.236 0.369 -1.147
O 0.529908 -1.268238 -0.267596 -0.055 -0.206 0.421
P 1.633267 -0.500471 0.485316 -0.070 0.082 -0.158
C 0.950320 1.139101 0.877624 -0.039 0.005 0.017
P -0.315170 1.615660 -0.344579 -0.013 -0.110 0.000
O -1.464980 0.581525 -0.339365 0.118 -0.066 0.145
C 0.480423 1.662075 -1.933533 0.011 0.006 -0.046
C 1.569618 2.515049 -2.126239 -0.022 -0.017 0.001
C 2.217915 2.531484 -3.347665 0.006 0.009 0.007
C 1.775777 1.708629 -4.377489 -0.001 0.001 -0.010
C 0.687089 0.869313 -4.191554 0.008 0.005 0.010
C 0.036956 0.841340 -2.966945 0.003 0.009 -0.001
C -0.945100 3.202842 0.134051 -0.062 0.031 -0.006
C -2.268451 3.505103 -0.194453 0.014 -0.008 -0.013
C -2.776019 4.760025 0.094802 0.006 0.018 0.006
C -1.969039 5.712301 0.704075 -0.007 -0.003 -0.003
C -0.652841 5.414934 1.029259 0.006 -0.003 0.003
C -0.136251 4.161458 0.745173 0.005 -0.009 0.009
C 2.069859 -1.318087 1.994582 0.014 -0.007 0.037
C 2.374996 -0.619118 3.161465 -0.003 0.016 -0.012
C 2.771063 -1.316194 4.291822 0.002 -0.007 0.000
C 2.857667 -2.701226 4.255388 -0.003 0.008 0.000
C 2.553560 -3.398300 3.092167 0.008 -0.008 0.007
C 2.164393 -2.711594 1.955476 -0.007 0.007 -0.010
C 3.021561 -0.313559 -0.597521 0.038 0.008 -0.021
C 2.977431 -0.860816 -1.876950 0.003 0.008 -0.019
C 4.072435 -0.708776 -2.714835 -0.001 -0.001 0.010
C 5.190999 -0.014838 -2.277653 0.004 0.003 0.002
C 5.233989 0.526452 -0.996674 0.012 0.007 -0.007
C 4.152109 0.373272 -0.149348 -0.020 -0.023 -0.004
H 1.752861 1.879530 0.887747 -0.014 0.017 0.019
H 0.468940 1.119838 1.859333 0.019 0.022 0.006
H 1.908054 3.172525 -1.332781 0.007 0.006 -0.006
H 3.061413 3.190433 -3.501993 0.000 0.000 0.000
H 2.280803 1.729825 -5.334113 -0.001 0.000 -0.001
H 0.342589 0.238972 -5.000145 -0.003 -0.002 0.001
H -0.811134 0.185826 -2.821272 -0.006 0.001 -0.001
H -2.893240 2.763041 -0.674957 0.001 0.000 0.000
H -3.799590 4.999560 -0.158660 -0.001 -0.002 -0.001
H -2.367676 6.692906 0.926481 -0.003 -0.001 -0.002
H -0.029260 6.159220 1.504976 0.001 -0.001 0.000
H 0.892146 3.945561 1.007282 -0.001 0.002 0.000
H 2.311989 0.462074 3.199177 0.000 0.000 0.001
H 3.012388 -0.780430 5.199518 -0.001 0.003 -0.001
H 3.167596 -3.241308 5.139911 -0.001 -0.005 -0.002
H 2.626630 -4.476986 3.070482 0.000 0.000 0.000
H 1.932610 -3.252625 1.045082 0.000 0.002 0.000
H 2.101298 -1.402279 -2.209293 0.000 -0.001 0.008
H 4.053698 -1.137502 -3.707692 -0.005 -0.003 0.000
H 6.043540 0.097740 -2.934193 0.001 0.001 0.001
H 6.115974 1.053133 -0.658901 -0.001 0.000 0.002
H 4.197654 0.770590 0.859531 0.008 0.001 0.000
C -5.846905 -1.533742 0.744709 -0.018 -0.010 0.004
C -4.366202 -1.448748 0.772307 0.049 -0.018 -0.047
N -3.626322 -1.479878 -0.312806 0.086 0.061 0.111
O -4.324927 -1.550540 -1.436225 0.010 0.017 -0.022
C -3.572149 -1.311228 1.963313 0.040 -0.033 -0.112
C -4.072901 -1.195209 3.341587 -0.012 0.022 0.031
N -2.261751 -1.283480 1.654417 0.070 -0.015 0.608
O -1.353091 -1.029507 2.469114 -0.192 0.007 0.251
H -6.153009 -2.372927 0.118725 0.003 -0.003 0.008
H -6.266991 -0.631666 0.294433 0.002 0.002 0.002
H -6.256195 -1.659073 1.742614 -0.004 0.006 -0.001
H -3.685592 -1.752153 -2.143332 -0.009 0.000 0.007
H -4.924152 -0.514896 3.380864 0.003 -0.003 0.023
H -3.287331 -0.857905 4.012717 0.004 0.003 -0.013
H -4.422310 -2.174894 3.685411 -0.019 -0.004 -0.024
F -1.483495 -2.158126 -1.887678 -0.231 -0.041 0.063
As -1.316998 -4.072970 -1.584763 0.057 -0.358 -0.100
F -1.469825 -4.295015 -3.246848 0.039 0.023 0.025
F -3.015044 -3.992385 -1.378360 -0.026 0.049 0.027
F -1.211577 -5.660202 -1.056865 0.066 0.029 -0.004
F -1.221301 -3.416577 0.137147 -0.098 0.097 -0.068
F 0.355431 -3.802013 -1.663946 -0.012 0.008 -0.016

***

Entry 5:
36
Properties=species:S:1:pos:R:3:forces:R:3 method="wB97M-V/def2-TZVPD" spin_multiplicity=1 total_charge=-1 relative_energy_kcal_mol=0.0
C -0.303405 1.271481 -3.659007 -0.775 -1.082 -0.454
C 0.320221 2.390765 -4.081445 0.256 1.363 -0.892
C 0.729523 3.477505 -3.262771 0.222 1.334 -0.184
C 0.370119 3.755413 -1.903283 0.662 1.478 -1.561
C -0.227763 2.885959 -1.071071 -0.439 -0.400 2.184
Cd 0.428649 1.075274 -1.742492 -0.503 -0.606 0.295
P 0.342314 -1.411752 -3.117219 0.327 -0.213 0.461
H -0.797874 0.587010 -4.356876 0.473 0.095 -0.531
H 0.502612 2.537905 -5.160667 -0.118 0.287 0.072
H 1.176262 4.317162 -3.799467 0.056 -0.104 0.061
H -0.630070 3.170730 -0.101895 0.411 0.712 0.136
H 0.589309 4.793290 -1.571705 -0.255 -0.119 -0.335
H 1.364828 -2.311706 -2.669094 -0.402 -0.657 -0.549
H 0.544028 -1.443291 -4.528594 -0.062 -0.330 0.530
H -0.863304 -2.175253 -2.982100 0.461 -0.445 -0.337
C -0.179435 1.538992 2.047776 0.088 0.661 -0.252
N -0.267648 0.110139 2.229603 0.005 -0.169 0.245
C -0.173662 -0.357203 3.600033 0.255 -0.009 -0.271
C -0.530865 -1.824126 3.696007 -0.282 -0.329 0.757
C 0.070424 -2.657680 2.594645 0.105 0.437 -0.672
N -0.279044 -2.045583 1.323619 0.032 -0.378 0.158
C -0.128494 -2.849165 0.134236 0.077 -0.232 -0.444
C -0.210737 -0.697118 1.143725 0.209 0.972 -2.160
O -0.123949 -0.240751 -0.033612 -0.596 -1.699 3.215
H -1.035287 1.931102 1.499144 0.072 -0.111 -0.096
H 0.718315 1.838977 1.502467 -0.119 -0.066 -0.084
H -0.162712 2.010439 3.030297 0.014 -0.065 0.042
H 0.858312 -0.189467 3.971823 -0.375 0.005 -0.029
H -0.866002 0.252139 4.205178 0.312 -0.286 -0.068
H -1.619940 -1.938458 3.695389 0.117 -0.021 -0.090
H -0.154881 -2.203478 4.644969 -0.143 -0.032 0.213
H -0.344987 -3.671122 2.558344 0.197 0.148 0.352
H 1.171778 -2.710348 2.699743 -0.266 -0.147 0.062
H 0.833050 -2.688604 -0.371382 -0.142 -0.008 0.124
H -0.200502 -3.897634 0.424406 -0.019 0.000 -0.024
H -0.919181 -2.631542 -0.588725 0.147 0.020 0.130

***

Entry 6:
72
Properties=species:S:1:pos:R:3:forces:R:3 method="wB97M-V/def2-TZVPD" spin_multiplicity=1 relative_energy_kcal_mol=0.0
Sr -0.215494 0.016909 -1.218434 -0.139 0.010 -0.609
C -1.718023 5.967918 1.742526 -0.006 0.016 0.005
C -0.377498 5.927371 2.145788 0.005 0.004 0.003
C 0.382357 4.778840 1.998510 0.011 -0.019 0.001
C -0.227808 3.671501 1.424266 -0.066 0.010 -0.013
C 0.245203 2.319580 1.123048 0.015 0.088 0.021
N 1.459591 1.902706 1.408627 -0.007 0.023 -0.014
C 1.890402 0.654215 1.224026 0.095 -0.046 0.006
C 3.229970 0.213058 1.582555 0.010 -0.051 0.012
C 4.333854 0.872384 2.116354 -0.009 0.002 -0.008
C 5.487205 0.138413 2.319039 0.010 0.026 0.010
C 5.542418 -1.229894 2.009764 0.010 -0.027 -0.003
C 4.445435 -1.891795 1.490885 -0.014 0.007 -0.009
C 3.284658 -1.153198 1.272838 -0.003 0.028 0.025
C 1.975466 -1.493815 0.729876 0.072 0.050 0.018
N 1.640446 -2.732619 0.349051 -0.050 -0.019 -0.008
C 0.442702 -3.075887 -0.080387 0.041 -0.045 0.004
N -0.608701 -2.251089 -0.382648 -0.019 -0.252 0.088
C -1.690344 -3.005876 -0.642990 -0.045 0.052 -0.074
N -2.943562 -2.597353 -0.863254 0.003 -0.001 0.014
C -3.340987 -1.342491 -0.752629 0.036 -0.067 -0.042
N -2.583409 -0.232292 -0.567965 -0.272 0.010 0.114
C -3.410759 0.819681 -0.316767 -0.051 -0.099 -0.017
N -3.093097 2.036280 0.070518 0.132 0.106 0.048
C -1.863966 2.386140 0.477118 -0.112 -0.018 -0.011
N -0.767684 1.613485 0.528947 -0.009 0.279 0.147
C -1.564923 3.713519 1.019906 0.053 0.023 0.028
C -2.330393 4.860693 1.179926 -0.007 -0.016 -0.010
C -4.810453 0.387667 -0.459325 -0.033 -0.046 -0.034
C -6.015243 1.057891 -0.325583 0.022 0.000 -0.005
C -7.178269 0.321168 -0.495410 -0.014 0.006 0.002
C -7.134225 -1.048245 -0.770853 -0.017 -0.007 -0.003
C -5.925844 -1.719886 -0.884759 0.025 0.001 0.003
C -4.766760 -0.976869 -0.733494 -0.013 0.040 0.015
C -1.331222 -4.426547 -0.587883 0.083 -0.007 0.048
C -2.064833 -5.588436 -0.777971 -0.013 0.013 0.013
C -1.405396 -6.796191 -0.619553 0.009 -0.018 -0.005
C -0.051460 -6.840984 -0.266814 -0.010 -0.013 -0.002
C 0.676887 -5.680660 -0.062523 0.013 0.020 -0.008
C 0.020607 -4.470428 -0.237614 -0.086 -0.020 -0.059
N 1.197967 -0.388437 0.702256 0.226 -0.049 0.185
H -2.280700 6.882400 1.880267 -0.009 -0.006 -0.004
H 0.065050 6.811659 2.586792 0.008 -0.005 0.000
H 1.414476 4.733528 2.321089 0.002 0.005 0.002
H 4.279205 1.925450 2.360864 0.001 0.001 0.002
H 6.365773 0.619402 2.730400 -0.004 0.006 0.001
H 6.462021 -1.772208 2.189783 -0.003 -0.008 -0.003
H 4.477737 -2.948717 1.259633 0.002 -0.003 0.002
H -3.368046 4.878481 0.873845 -0.001 0.003 -0.001
H -6.038280 2.114891 -0.096383 -0.001 0.001 0.001
H -8.140535 0.809279 -0.408161 0.003 0.007 0.002
H -8.063479 -1.590538 -0.889944 0.004 -0.008 -0.003
H -5.879869 -2.782610 -1.081405 -0.003 -0.003 0.000
H -3.114658 -5.541561 -1.035027 -0.002 -0.004 -0.002
H -1.941786 -7.725407 -0.762757 -0.010 0.006 -0.005
H 0.428290 -7.804021 -0.146819 0.007 0.004 0.004
H 1.719558 -5.707613 0.225570 0.000 -0.003 0.002
O 1.824569 -1.008989 -2.545525 0.029 -0.092 0.135
C 3.092124 -0.432527 -2.235139 0.086 -0.147 -0.043
C 2.980388 1.048652 -2.002958 0.024 0.081 0.013
C 4.133383 1.768570 -1.710038 0.002 0.040 0.022
C 4.027372 3.119274 -1.441254 -0.017 -0.050 -0.021
C 2.774919 3.716435 -1.483914 -0.034 -0.005 -0.003
C 1.686441 2.925373 -1.789313 0.054 0.021 -0.007
N 1.777801 1.613992 -2.047098 -0.034 0.171 0.067
H 1.866479 -1.942727 -2.299819 0.017 -0.005 -0.025
H 3.794694 -0.619613 -3.053292 -0.014 0.017 0.007
H 3.499033 -0.885764 -1.326399 0.012 -0.018 -0.027
H 5.089719 1.262921 -1.669293 0.002 -0.005 0.002
H 4.907350 3.697322 -1.192097 0.000 0.006 0.001
H 2.636878 4.765888 -1.266641 0.007 0.002 0.000
H 0.689279 3.352355 -1.813935 -0.002 -0.003 0.004